Record 1
Density functional theory data (the ωB97M-V functional and the def2-TZVPD basis) for a structure of composition C40H40O3P3PdSi at a distorted geometry.

```
88
Properties=species:S:1:pos:R:3
Pd -0.34 0.40 0.24
C 2.84 -0.62 -1.45
Si 2.01 0.11 0.02
C 2.72 1.84 0.25
C 4.10 2.04 0.32
C 4.64 3.31 0.44
C 3.81 4.42 0.48
C 2.44 4.26 0.41
C 1.89 2.97 0.31
P 0.11 2.71 0.10
C -0.75 3.91 1.14
C -2.05 4.31 0.82
C -2.74 5.19 1.65
C -2.14 5.66 2.81
C -0.85 5.27 3.14
C -0.16 4.40 2.30
C -0.23 3.24 -1.62
C -0.10 2.30 -2.64
C -0.27 2.68 -3.97
C -0.57 4.00 -4.28
C -0.69 4.94 -3.27
C -0.52 4.56 -1.94
C 2.53 -0.87 1.53
C 3.81 -1.44 1.63
C 4.22 -2.09 2.78
C 3.35 -2.19 3.87
C 2.08 -1.65 3.79
C 1.67 -1.01 2.62
P -0.02 -0.36 2.48
C -0.22 0.57 4.03
C -1.09 0.23 5.07
C -1.10 0.99 6.24
C -0.23 2.07 6.38
C 0.65 2.38 5.36
C 0.66 1.64 4.19
C -1.10 -1.82 2.55
C -0.60 -3.07 2.19
C -1.45 -4.17 2.14
C -2.80 -4.04 2.44
C -3.31 -2.79 2.77
C -2.47 -1.69 2.82
H 3.93 -0.48 -1.37
H 2.51 -0.14 -2.37
H 2.64 -1.70 -1.53
H 4.78 1.19 0.28
H 5.72 3.44 0.49
H 4.23 5.42 0.55
H 1.79 5.13 0.43
H -2.53 3.94 -0.07
H -3.74 5.51 1.38
H -2.68 6.35 3.46
H -0.38 5.64 4.04
H 0.86 4.13 2.55
H 0.12 1.27 -2.41
H -0.17 1.94 -4.76
H -0.70 4.30 -5.32
H -0.91 5.98 -3.51
H -0.60 5.31 -1.17
H 4.51 -1.36 0.80
H 5.21 -2.51 2.84
H 3.67 -2.70 4.77
H 1.41 -1.74 4.64
H -1.74 -0.63 4.99
H -1.77 0.73 7.04
H -0.24 2.65 7.30
H 1.35 3.21 5.48
H 1.37 1.87 3.41
H 0.45 -3.19 1.97
H -1.05 -5.14 1.87
H -3.45 -4.90 2.41
H -4.36 -2.67 3.00
H -2.89 -0.72 3.05
C -4.10 -1.97 -0.61
O -4.15 -0.64 -0.04
P -2.82 0.24 -0.09
O -2.74 0.76 -1.61
C -3.79 1.52 -2.25
O -3.40 1.57 0.62
C -3.67 1.56 2.03
H -5.10 -2.39 -0.51
H -3.39 -2.59 -0.06
H -3.83 -1.92 -1.66
H -3.80 1.22 -3.29
H -3.55 2.58 -2.17
H -4.75 1.31 -1.79
H -4.13 2.51 2.28
H -2.74 1.47 2.60
H -4.35 0.75 2.29
```

Highest occupied orbital energy (alpha / beta) ... -9.023 / -11.320 eV
Energy relative to the best compared isomer or geometry (same formula, charge and spin) ... 0.00 kJ/mol
HOMO-LUMO gap (alpha / beta) ... 7.19 / 7.15 eV
Total charge ... +1
Spin multiplicity ... 3
Calculated total energy ... -87493.16095 eV
E_LUMO (alpha / beta) ... -1.83 / -4.17 eV
Largest force on an atom ... 1.16 eV/Å

Record 2
Density functional theory data (the ωB97M-V functional and the def2-TZVPD basis) for a structure of composition C40H41AsBiI2N5O8P4Se2.

```
104
Properties=species:S:1:pos:R:3
Bi 1.66 1.58 0.84
Se -4.23 -3.26 0.95
P -3.29 -2.51 -0.78
C -4.34 -1.48 -1.85
C -5.53 -0.95 -1.37
C -6.29 -0.11 -2.17
C -5.86 0.19 -3.46
C -4.67 -0.34 -3.94
C -3.91 -1.18 -3.14
C -2.82 -3.84 -1.91
C -1.53 -4.30 -2.10
C -1.28 -5.38 -2.95
C -2.33 -6.00 -3.59
C -3.63 -5.55 -3.40
C -3.87 -4.48 -2.56
C -1.94 -1.34 -0.38
C -0.58 -1.24 -0.03
N -0.39 0.06 0.33
N -1.53 0.70 0.23
N -2.47 -0.11 -0.18
P 0.93 -2.20 -0.06
Se 2.55 -1.17 0.92
C 1.36 -2.45 -1.80
C 1.24 -1.35 -2.64
C 1.62 -1.46 -3.97
C 2.13 -2.65 -4.45
C 2.27 -3.74 -3.61
C 1.89 -3.65 -2.28
C 0.65 -3.79 0.74
C 1.72 -4.66 0.93
C 1.52 -5.88 1.56
C 0.25 -6.23 2.00
C -0.82 -5.36 1.84
C -0.62 -4.13 1.21
H -5.84 -1.19 -0.36
H -7.22 0.30 -1.80
H -6.46 0.84 -4.09
H -4.34 -0.11 -4.95
H -2.99 -1.60 -3.52
H -0.70 -3.83 -1.60
H -0.26 -5.72 -3.09
H -2.14 -6.85 -4.25
H -4.46 -6.04 -3.90
H -4.89 -4.13 -2.41
H 0.85 -0.40 -2.26
H 1.52 -0.60 -4.63
H 2.43 -2.73 -5.49
H 2.68 -4.68 -3.98
H 1.98 -4.51 -1.62
H 2.72 -4.38 0.61
H 2.35 -6.56 1.70
H 0.09 -7.18 2.50
H -1.81 -5.61 2.19
H -1.46 -3.46 1.12
N 3.95 4.75 1.91
C 4.85 3.59 1.48
C 6.30 4.08 1.53
P 4.66 2.18 2.70
O 4.38 3.10 4.02
O 5.93 1.46 2.83
O 3.37 1.45 2.41
P 4.26 3.19 -0.26
O 5.49 3.51 -1.23
O 3.17 4.20 -0.47
O 3.92 1.73 -0.33
H 3.27 4.48 2.62
H 3.39 5.01 1.07
H 4.49 5.53 2.26
H 6.58 4.37 2.54
H 6.45 4.92 0.85
H 6.97 3.27 1.23
H 4.93 2.80 4.77
H 5.97 2.70 -1.46
I 0.88 6.57 3.22
C 0.27 4.70 3.92
C -0.48 4.65 5.11
C -0.92 3.46 5.61
I -2.03 3.46 7.37
C -0.64 2.25 4.92
C -1.06 0.96 5.33
C -0.75 -0.14 4.58
C -0.02 0.03 3.40
N 0.40 1.21 2.99
C 0.12 2.32 3.73
C 0.62 3.57 3.20
O 1.33 3.58 2.10
H -0.71 5.57 5.63
H -1.64 0.87 6.23
H -1.08 -1.13 4.87
H 0.24 -0.82 2.78
C -2.00 2.22 -2.60
As -0.78 3.19 -1.49
C -1.64 3.77 0.13
C -0.31 4.78 -2.44
O 0.63 2.35 -1.18
H -2.95 2.08 -2.09
H -1.57 1.25 -2.80
H -2.15 2.76 -3.54
H -2.48 3.13 0.35
H -1.95 4.81 0.02
H -0.91 3.71 0.94
H -1.20 5.34 -2.72
H 0.25 4.50 -3.34
H 0.33 5.39 -1.80
```

Highest occupied orbital energy ... -7.717 eV
Energy relative to the best compared isomer or geometry (same formula, charge and spin) ... 117.29 kJ/mol
HOMO-LUMO gap ... 7.67 eV
Total charge ... 0
Calculated total energy ... -316712.12680 eV
E_LUMO ... -0.05 eV
Largest force on an atom ... 0.54 eV/Å

Record 3
Density functional theory data (the ωB97M-V functional and the def2-TZVPD basis) for a structure of composition C40H41ClN3O2TeV at a distorted geometry.

```
89
Properties=species:S:1:pos:R:3
V -1.07 0.98 -0.35
C -0.47 3.34 -2.23
N -1.33 3.12 -1.05
C -2.75 3.36 -1.47
C -3.83 2.62 -0.67
C -3.94 1.13 -1.06
N -2.62 0.59 -1.44
C -2.60 -0.25 -2.42
C -1.43 -0.77 -3.06
C -1.56 -1.73 -4.09
C -0.47 -2.19 -4.76
C 0.81 -1.68 -4.45
C 0.97 -0.73 -3.48
C -0.14 -0.27 -2.73
O 0.02 0.59 -1.76
C -0.89 4.11 -0.03
C -1.65 4.09 1.29
C -1.44 2.82 2.12
N -1.82 1.55 1.47
C -2.38 0.68 2.24
C -2.67 -0.70 1.93
C -3.57 -1.41 2.74
C -3.92 -2.71 2.46
C -3.36 -3.33 1.34
C -2.41 -2.69 0.56
C -2.02 -1.38 0.86
O -1.02 -0.80 0.23
H -0.58 4.37 -2.59
H -0.73 2.65 -3.03
H 0.57 3.18 -1.95
H -2.84 3.06 -2.51
H -2.95 4.44 -1.43
H -4.79 3.09 -0.87
H -3.63 2.69 0.39
H -4.63 1.02 -1.90
H -4.34 0.56 -0.22
H -3.55 -0.56 -2.85
H -2.55 -2.10 -4.33
H -0.58 -2.94 -5.54
H 1.67 -2.03 -4.99
H 1.93 -0.31 -3.24
H -0.97 5.11 -0.47
H 0.16 3.91 0.17
H -2.71 4.30 1.14
H -1.24 4.91 1.89
H -1.99 2.92 3.06
H -0.38 2.76 2.36
H -2.66 1.00 3.25
H -4.01 -0.90 3.60
H -4.62 -3.24 3.08
H -3.66 -4.34 1.08
H -1.95 -3.18 -0.29
Te 1.75 -1.45 0.04
C 0.98 -3.43 0.19
C 0.65 -3.97 1.43
C 0.02 -5.20 1.53
C -0.29 -5.92 0.38
C 0.03 -5.39 -0.87
C 0.66 -4.15 -0.96
C 3.78 -2.10 0.12
C 4.45 -2.44 -1.06
C 5.78 -2.86 -1.02
C 6.45 -2.93 0.20
C 5.80 -2.57 1.37
C 4.47 -2.15 1.33
H 0.88 -3.40 2.33
H -0.24 -5.60 2.50
H -0.79 -6.87 0.45
H -0.22 -5.94 -1.77
H 0.89 -3.73 -1.94
H 3.93 -2.38 -2.00
H 6.29 -3.12 -1.94
H 7.48 -3.26 0.23
H 6.32 -2.61 2.32
H 3.96 -1.87 2.24
Cl 3.00 3.79 -0.71
C 2.88 3.62 1.03
C 3.54 4.53 1.83
C 3.47 4.44 3.21
C 2.74 3.39 3.78
C 2.07 2.49 2.98
C 2.08 2.57 1.56
C 1.33 1.68 0.77
H 4.10 5.33 1.37
H 3.98 5.17 3.84
H 2.70 3.29 4.86
H 1.53 1.66 3.43
H 0.69 0.98 1.28
H 1.42 1.67 -0.31
```

Highest occupied orbital energy (alpha / beta) ... -5.304 / -5.309 eV
Energy relative to the best compared isomer or geometry (same formula, charge and spin) ... 149.38 kJ/mol
HOMO-LUMO gap (alpha / beta) ... 4.92 / 4.80 eV
Total charge ... 0
Spin multiplicity ... 3
Calculated total energy ... -96214.22213 eV
E_LUMO (alpha / beta) ... -0.38 / -0.51 eV
Largest force on an atom ... 2.57 eV/Å

Record 4
Density functional theory data (the ωB97M-V functional and the def2-TZVPD basis) for a structure of composition C40H41N6O4PSc.

```
93
Properties=species:S:1:pos:R:3
Sc -0.02 -0.76 0.09
C 0.62 1.72 2.31
N -0.14 1.67 1.05
C -1.49 2.19 1.36
C -2.56 2.24 0.28
C -3.88 2.29 0.72
C -4.89 2.39 -0.21
C -4.56 2.45 -1.56
C -3.22 2.40 -1.90
N -2.23 2.30 -1.00
C 0.57 2.54 0.11
C 1.89 1.95 -0.28
C 2.95 2.78 -0.62
C 4.12 2.22 -1.09
C 4.20 0.85 -1.22
C 3.11 0.09 -0.84
N 1.97 0.61 -0.35
C 0.14 0.72 3.32
C 0.30 0.94 4.68
C -0.12 -0.04 5.57
C -0.71 -1.19 5.06
C -0.84 -1.32 3.69
N -0.41 -0.38 2.82
H 0.57 2.73 2.74
H 1.67 1.52 2.09
H -1.39 3.21 1.77
H -1.89 1.57 2.16
H -4.11 2.23 1.78
H -5.93 2.43 0.10
H -5.31 2.53 -2.33
H -2.91 2.45 -2.94
H 0.72 3.54 0.53
H -0.05 2.65 -0.78
H 2.83 3.85 -0.52
H 4.96 2.85 -1.37
H 5.08 0.35 -1.60
H 3.14 -0.99 -0.94
H 0.75 1.85 5.04
H -0.01 0.10 6.63
H -1.07 -1.97 5.71
H -1.29 -2.19 3.24
N 1.46 -2.13 1.47
C 2.72 -2.52 0.93
C 3.88 -2.17 1.61
C 5.12 -2.45 1.07
C 5.20 -3.09 -0.16
C 4.04 -3.45 -0.82
C 2.78 -3.17 -0.30
C 1.55 -3.49 -1.07
C 1.52 -4.70 -1.77
C 0.42 -5.07 -2.52
C -0.68 -4.22 -2.56
C -0.65 -3.02 -1.86
C 0.46 -2.60 -1.11
H 1.56 -1.87 2.45
H 0.78 -2.89 1.41
H 3.80 -1.67 2.57
H 6.02 -2.17 1.61
H 6.17 -3.32 -0.59
H 4.11 -3.93 -1.79
H 2.36 -5.38 -1.70
H 0.40 -6.01 -3.05
H -1.56 -4.50 -3.13
H -1.54 -2.40 -1.91
C -1.57 -0.24 -3.64
P -0.04 0.12 -2.71
C 0.32 1.83 -3.25
C 1.21 -0.76 -3.71
H -1.59 0.31 -4.58
H -2.44 0.03 -3.05
H -1.62 -1.31 -3.86
H 0.32 1.88 -4.35
H 1.30 2.15 -2.90
H -0.43 2.52 -2.87
H 1.13 -0.47 -4.76
H 1.07 -1.84 -3.62
H 2.22 -0.51 -3.36
O -1.39 -2.21 1.01
C -2.37 -1.58 0.54
O -2.16 -0.54 -0.16
C -3.77 -2.03 0.79
C -4.82 -1.27 0.30
C -6.13 -1.67 0.54
C -6.33 -2.83 1.26
C -5.30 -3.60 1.75
C -4.00 -3.19 1.51
N -7.73 -3.26 1.53
O -8.62 -2.54 1.11
O -7.88 -4.28 2.15
H -4.61 -0.37 -0.27
H -6.98 -1.11 0.17
H -5.52 -4.50 2.31
H -3.16 -3.77 1.87
```

Highest occupied orbital energy ... -10.488 eV
Energy relative to the best compared isomer or geometry (same formula, charge and spin) ... 49.64 kJ/mol
HOMO-LUMO gap ... 7.77 eV
Total charge ... +1
Calculated total energy ... -89263.33052 eV
E_LUMO ... -2.72 eV
Largest force on an atom ... 0.67 eV/Å

Record 5
Density functional theory data (the ωB97M-V functional and the def2-TZVPD basis) for a structure of composition C40H41N8SSeSn.

```
92
Properties=species:S:1:pos:R:3
Sn 1.97 1.11 -0.91
C 1.34 -1.30 4.26
N 2.35 -1.78 3.33
C 2.86 -3.05 3.29
C 3.77 -3.09 2.30
N 3.78 -1.83 1.71
C 2.93 -1.00 2.39
S 2.62 0.65 2.20
C 4.69 -1.49 0.67
C 6.00 -1.94 0.77
C 6.86 -1.64 -0.27
C 6.39 -0.91 -1.35
C 5.06 -0.51 -1.34
N 4.21 -0.80 -0.36
H 1.11 -2.11 4.95
H 0.44 -1.00 3.73
H 1.72 -0.44 4.81
H 2.53 -3.82 3.96
H 4.34 -3.91 1.91
H 6.34 -2.48 1.64
H 7.89 -1.97 -0.24
H 7.03 -0.66 -2.18
H 4.66 0.06 -2.17
N -2.79 -5.65 -7.44
C -2.29 -4.90 -6.74
C -1.65 -3.96 -5.85
C -0.48 -4.31 -5.20
C 0.13 -3.41 -4.34
C -0.43 -2.15 -4.15
C -1.60 -1.80 -4.81
C -2.22 -2.70 -5.66
C 0.23 -1.17 -3.23
C 0.80 -0.06 -3.81
C 0.87 0.27 -5.20
C 1.53 1.47 -5.30
C 1.87 1.83 -3.98
N 1.45 0.94 -3.09
C 0.18 -1.48 -1.85
C -0.50 -2.57 -1.28
C -0.37 -2.46 0.09
C 0.38 -1.31 0.32
N 0.72 -0.70 -0.82
H -0.05 -5.29 -5.36
H 1.04 -3.68 -3.82
H -2.03 -0.82 -4.66
H -3.13 -2.43 -6.17
H 0.47 -0.33 -6.00
H 1.76 2.02 -6.19
H 2.42 2.71 -3.66
H -1.03 -3.33 -1.83
H -0.78 -3.12 0.84
H 0.66 -0.88 1.27
C -0.64 6.13 1.24
C -1.45 5.27 2.19
C -0.60 4.52 3.21
C 0.24 3.39 2.61
N -0.59 2.26 2.22
C -0.96 1.91 0.97
Se -0.37 2.71 -0.62
N -1.79 0.85 1.04
C -2.47 0.23 -0.10
C -3.59 1.10 -0.65
C -4.71 1.41 0.35
C -5.53 0.19 0.74
C -1.95 0.50 2.37
C -2.64 -0.55 2.98
C -2.58 -0.60 4.36
C -1.86 0.33 5.11
C -1.15 1.35 4.50
C -1.21 1.41 3.12
H -1.29 6.76 0.63
H -0.04 5.53 0.56
H 0.03 6.79 1.79
H -2.06 4.55 1.63
H -2.16 5.89 2.73
H -1.23 4.10 4.00
H 0.09 5.21 3.70
H 0.98 3.01 3.32
H 0.77 3.72 1.72
H -2.83 -0.73 0.24
H -1.71 0.04 -0.87
H -4.01 0.59 -1.52
H -3.16 2.03 -1.02
H -5.37 2.15 -0.11
H -4.29 1.89 1.24
H -5.87 -0.36 -0.14
H -6.41 0.48 1.32
H -4.96 -0.51 1.36
H -3.20 -1.27 2.41
H -3.12 -1.39 4.88
H -1.85 0.25 6.19
H -0.57 2.06 5.08
```

Highest occupied orbital energy ... -10.055 eV
Energy relative to the best compared isomer or geometry (same formula, charge and spin) ... 0.00 kJ/mol
HOMO-LUMO gap ... 6.64 eV
Total charge ... +1
Calculated total energy ... -136076.87644 eV
E_LUMO ... -3.42 eV
Largest force on an atom ... 0.38 eV/Å